Entry from the Open Molecules 2025 dataset: the molecule C4H9NO2 (ωB97M-V/def2-TZVPD).

Computed properties:
ΔE to the lowest compared entry with this formula, charge and spin ... 27.3 kcal/mol
Lowest unoccupied orbital energy ... 0.68 eV
Max |F| ... 2.22 eV Å⁻¹
Spin multiplicity ... 1
Orbital gap ... 10.5 eV
SMILES ... CCCNC(=O)O
HOMO level ... -9.9 eV
Energy ... -363.04210 Eh

Cartesian coordinates (Å):
C (-2.12673, -0.71959, 0.52056)
C (-1.18399, 0.40848, 0.08340)
C (-0.01909, -0.01619, -0.85269)
N (1.11152, -0.28810, 0.09898)
C (2.23846, 0.39924, 0.38406)
O (3.03936, 0.19502, 1.25324)
O (2.50054, 1.34372, -0.62755)
H (-1.76263, -1.23355, 1.44316)
H (-3.07044, -0.23254, 0.74757)
H (-2.24730, -1.51931, -0.20190)
H (-1.80590, 1.22621, -0.30821)
H (-0.71880, 0.89399, 0.93541)
H (0.27723, 0.77072, -1.54149)
H (-0.04762, -1.01095, -1.32862)
H (0.88519, -1.05350, 0.71627)
H (2.93021, 0.83636, -1.32220)